Formula: C3H4O3
Source: the OMol25 dataset
Level of theory: wB97M-V/def2-TZVPD

Cartesian coordinates (Å):
C  0.137  1.170  -0.112
H  -1.883  -0.580  -0.090
O  1.384  1.187  -0.561
O  -0.149  -0.927  -1.059
C  1.103  0.540  0.762
H  1.419  1.141  1.603
H  -1.370  -2.380  -0.493
O  -0.905  1.697  -0.353
C  -1.165  -1.299  -0.545
H  1.378  -0.514  0.810

Cartesian forces, eV/Å:
C 0.0 0.5 -0.1
H 0.2 -0.3 -0.2
O 0.0 0.4 0.1
O 0.0 -0.3 -0.4
C 0.3 0.0 0.4
H 0.3 0.0 0.1
H -0.3 0.0 0.0
O 0.3 -0.4 0.1
C -0.3 -0.2 0.1
H -0.4 0.3 -0.2

E in Ha: -342.33978
Relative energy (zero: lowest compared OMol25 entry of this formula, charge and spin) in kJ/mol: 305.0
E_HOMO in Eh: -0.375
Net charge: 0
SMILES string: O=C1CO1.C=O

The computed Mulliken charges, all in e, follow:
1. C 0.621
2. H 0.223
3. O -0.355
4. O -0.403
5. C -0.225
6. H 0.264
7. H 0.274
8. O -0.555
9. C -0.089
10. H 0.246